{"formula": "C4H12OS2", "method": "ωB97M-V/def2-TZVPD", "elements": ["S", "S", "O", "C", "C", "C", "C", "H", "H", "H", "H", "H", "H", "H", "H", "H", "H", "H", "H"], "positions_angstrom": [[-1.6059, 1.6449, -0.7962], [-1.3964, -0.3739, -1.2432], [0.0278, -0.9600, 3.4254], [1.1495, 2.1289, -1.1822], [-0.5114, -0.9946, 0.1622], [-0.2953, -2.5309, 0.1298], [-0.2268, 2.3049, -1.8195], [0.4669, -2.6650, -0.6387], [-0.4688, 3.3589, -1.9606], [-0.2566, 1.8074, -2.7838], [0.8156, -1.4894, 3.3149], [1.5520, 1.1356, -1.3691], [1.8548, 2.9003, -1.4906], [1.1014, 2.2156, -0.0923], [-0.4016, -1.1657, 4.2472], [-1.0812, -0.7600, 1.0558], [0.4721, -0.5357, 0.2403], [-1.1884, -3.0156, -0.2593], [-0.0078, -3.0057, 1.0598]], "smiles": "CCSSCC.O", "orbital_gap_ev": 9.203, "e_above_lowest_kj_mol": 25.5, "e_homo_ev": -8.54, "e_tot_ev": -28060.6017, "charge": 0, "multiplicity": 1}

=====

{"formula": "C5H6Br3N", "method": "ωB97M-V/def2-TZVPD", "elements": ["Br", "Br", "Br", "N", "C", "C", "C", "C", "C", "H", "H", "H", "H", "H", "H"], "positions_angstrom": [[-0.9089, 2.5339, -1.5732], [1.2163, 3.7841, 0.2347], [2.1655, 1.8274, -1.9187], [-1.3367, -1.3341, 0.0638], [-0.0660, -1.2256, -0.4228], [-1.3404, -1.6684, 1.3817], [0.7605, -1.6525, 0.6275], [0.9080, 3.1801, -1.4790], [-0.0699, -1.8887, 1.8247], [-2.0879, -0.9988, -0.5086], [0.9897, 4.0895, -2.1554], [1.8425, -1.6551, 0.5736], [0.1103, -2.2506, 2.8080], [0.1506, -0.8620, -1.3963], [-2.3338, -1.8790, 1.9400]], "orbital_gap_ev": 8.356, "e_homo_ev": -8.26, "e_tot_ev": -216898.6224, "charge": 0, "multiplicity": 1}

=====

{"formula": "C4H6N2O", "method": "ωB97M-V/def2-TZVPD", "elements": ["O", "N", "N", "C", "C", "C", "C", "H", "H", "H", "H", "H", "H"], "positions_angstrom": [[2.6494, 0.2083, 0.5060], [0.8896, -1.2131, -0.0166], [-2.1444, 0.6693, -0.4940], [-0.4713, -1.1694, -0.3102], [-0.8634, 0.1408, -0.2353], [0.2875, 0.9275, 0.0965], [1.3325, 0.0449, 0.2159], [-1.0305, -2.0704, -0.5154], [-2.3634, 1.4397, 0.1255], [-2.8681, -0.0333, -0.4038], [2.7552, 1.0621, 0.9411], [0.3315, 2.0043, 0.1992], [1.4954, -2.0108, -0.1089]], "smiles": "Nc1c[nH]c(O)c1", "orbital_gap_ev": 8.129, "e_above_lowest_kj_mol": 91.1, "e_homo_ev": -7.28, "e_tot_ev": -9272.5577, "charge": 0, "multiplicity": 1}

=====

{"formula": "C15H37N3O7S", "method": "ωB97M-V/def2-TZVPD", "elements": ["S", "O", "O", "O", "O", "O", "O", "O", "N", "N", "N", "C", "C", "C", "C", "C", "C", "C", "C", "C", "C", "C", "C", "C", "C", "C", "H", "H", "H", "H", "H", "H", "H", "H", "H", "H", "H", "H", "H", "H", "H", "H", "H", "H", "H", "H", "H", "H", "H", "H", "H", "H", "H", "H", "H", "H", "H", "H", "H", "H", "H", "H", "H"], "positions_angstrom": [[-6.0076, 0.3974, -1.3457], [-2.7029, 1.4380, -1.6691], [-4.6438, -1.6304, 3.5255], [6.0726, 4.4221, -4.0628], [-2.0570, -4.9772, 5.2552], [-4.8586, 1.6218, -1.3172], [-3.5360, 0.7945, 0.3510], [2.3354, 2.2883, -2.4911], [-3.1830, -4.0064, 2.4980], [-0.8352, -0.6323, -1.0694], [5.3456, 2.7250, -1.7320], [2.6664, 3.1694, -3.5510], [-0.4176, 0.6752, -1.5833], [-5.0616, -2.4334, 2.4310], [-3.6466, -0.6793, 3.1855], [4.4044, 1.7100, -1.2716], [-4.6285, -3.8706, 2.6207], [-1.4061, 1.7341, -1.1551], [6.9395, 3.4912, -3.4278], [3.2919, 1.2800, -2.2213], [-2.8166, -5.7430, 4.3410], [6.1620, 2.3208, -2.8690], [5.9671, 5.6659, -3.3985], [-2.6624, -5.3127, 2.8865], [-2.6756, -3.7914, 5.7212], [-3.6543, 1.2322, -0.7654], [-5.4724, -0.3807, -2.3049], [-0.6282, -1.3673, -1.7199], [3.6777, 0.8612, -3.1579], [-1.5941, -5.3150, 2.6564], [5.4516, 5.5749, -2.4361], [5.5601, 1.9054, -3.6890], [-4.9964, -4.1966, 3.6037], [-3.8663, -5.7820, 4.6556], [4.8274, 3.5565, -1.9812], [4.9711, 0.8216, -0.9765], [-2.2957, -3.5948, 6.7239], [1.7326, 3.5110, -3.9982], [-4.6888, -2.0320, 1.4845], [3.9316, 2.0972, -0.3657], [6.8658, 1.5495, -2.5436], [-5.1079, -4.4924, 1.8585], [-2.4238, -2.9301, 5.0964], [6.9523, 6.1116, -3.2345], [-2.4318, -6.7633, 4.4190], [-6.1551, -2.3999, 2.4005], [-1.0796, 2.6825, -1.5646], [7.6313, 3.1196, -4.1889], [3.2008, 4.0523, -3.1906], [2.7421, 0.4733, -1.7274], [-2.7402, -3.2994, 3.0690], [7.5306, 3.9754, -2.6459], [3.2610, 2.6736, -4.3214], [-0.3851, -0.8296, -0.1924], [5.3891, 6.3289, -4.0391], [-2.6923, -1.1640, 2.9472], [-3.7621, -3.8935, 5.7741], [-3.9586, -0.0681, 2.3407], [-3.1245, -6.0728, 2.2485], [-0.3636, 0.6619, -2.6623], [-1.4069, 1.8243, -0.0784], [0.5560, 0.9476, -1.1968], [-3.4992, -0.0361, 4.0523]], "smiles": "NCCOC(=O)OS.COCCNCCOC.COCCNCCOC", "orbital_gap_ev": 8.936, "e_above_lowest_kj_mol": 0.0, "e_homo_ev": -8.44, "e_tot_ev": -45789.2102, "charge": 0, "multiplicity": 1}

=====

{"formula": "CHF2O2S", "method": "ωB97M-V/def2-TZVPD", "elements": ["S", "F", "F", "O", "O", "C", "H"], "positions_angstrom": [[1.3026, -1.6325, -0.7324], [0.7989, 1.3982, -1.0559], [-1.0624, 0.3180, -1.4806], [0.2281, -2.6192, -0.8852], [1.8482, -1.5295, 0.6273], [0.1176, 0.2305, -0.7865], [-0.1380, 0.2512, 0.2934]], "orbital_gap_ev": 7.476, "e_above_lowest_kj_mol": 0.0, "e_homo_ev": -3.33, "e_tot_ev": -21418.8674, "charge": -1, "multiplicity": 1}

=====

{"formula": "C25H38FeP2", "method": "ωB97M-V/def2-TZVPD", "elements": ["Fe", "P", "P", "C", "C", "C", "C", "C", "C", "C", "C", "C", "C", "C", "C", "C", "C", "C", "C", "C", "C", "C", "C", "C", "C", "C", "C", "C", "H", "H", "H", "H", "H", "H", "H", "H", "H", "H", "H", "H", "H", "H", "H", "H", "H", "H", "H", "H", "H", "H", "H", "H", "H", "H", "H", "H", "H", "H", "H", "H", "H", "H", "H", "H", "H", "H"], "positions_angstrom": [[-0.0551, 2.1538, -1.5043], [-2.3864, -1.7732, 0.1131], [2.6233, 1.0706, 0.7747], [0.7078, -4.3332, 0.8258], [1.6141, 2.7226, -2.2160], [-1.0839, -2.8163, 2.3949], [0.5897, 1.4199, -4.1561], [-1.8037, -2.1120, 4.6148], [-1.7619, -1.9075, 3.2362], [0.5555, -4.6372, 2.1695], [-0.5936, 0.6329, -0.1268], [0.8664, 3.8035, -1.5993], [-1.3281, 2.5556, -2.7984], [-0.3161, -3.8789, 2.9955], [-1.0590, 3.9743, -3.2694], [2.4551, 2.2792, 2.1408], [-2.3168, -2.2126, -1.6439], [2.6543, -0.5383, 1.6285], [-3.9751, -2.2231, 0.8069], [-1.1670, -3.2296, 5.1864], [4.3497, 1.3372, 0.2267], [1.6507, 2.4624, -3.7238], [-0.0082, 4.7368, -2.3941], [-0.0960, -3.3550, 0.2185], [-1.0737, -2.6846, 0.9584], [-0.5469, 1.3821, -3.1478], [-2.0221, 0.0738, 0.0226], [-0.4324, -4.0970, 4.3979], [-1.3739, -1.8608, -2.0892], [1.6365, -0.9513, 1.6207], [4.4694, 2.3889, -0.0719], [5.0673, 1.0837, 1.0184], [3.3091, -1.2337, 1.0885], [-4.2476, -1.6031, 1.6741], [1.4380, -4.8660, 0.2062], [-2.3382, -1.3995, 5.2432], [0.5926, 5.4129, -3.0229], [2.8016, 3.2630, 1.7961], [2.4808, 2.3162, -1.6709], [-2.2359, -1.0246, 2.8040], [-0.3434, 1.2582, 0.7568], [-2.3761, -3.3057, -1.7425], [-0.7561, 4.0050, -4.3293], [-0.5301, 5.3961, -1.6852], [-2.4306, 0.4857, 0.9580], [-1.2554, -3.3907, 6.2677], [-3.1551, -1.7403, -2.1777], [1.4953, 3.3977, -4.2834], [2.6610, 2.1173, -4.0004], [0.2133, 1.6331, -5.1721], [1.0481, 0.4200, -4.2302], [-4.7487, -2.1081, 0.0311], [-2.0186, 4.5122, -3.2059], [0.0806, -4.9644, 4.8332], [-3.9500, -3.2753, 1.1326], [1.3912, 2.3686, 2.4002], [3.0248, 1.9553, 3.0213], [-2.6835, 0.4199, -0.7973], [2.9841, -0.4009, 2.6637], [4.5199, 0.7060, -0.6582], [-1.0118, 0.3919, -3.0239], [1.2101, 4.1625, -0.6211], [1.1301, -5.4504, 2.6254], [0.1636, -0.1652, -0.2515], [0.0369, -3.1357, -0.8398], [-2.3398, 2.3752, -2.3994]], "orbital_gap_ev": [2.659, 5.330], "e_above_lowest_kj_mol": 0.0, "e_homo_ev": [-3.54, -6.20], "e_tot_ev": -79499.8392, "s2": 6.0370, "charge": 0, "multiplicity": 5}